(1)
Computed, not measured: a molecular structure, C30H54ClF6GaI2NO4 at a distorted geometry, with the ωB97M-V functional and the def2-TZVPD basis.

```
99
Properties=species:S:1:pos:R:3:lowdin_charge:R:1
C -7.245 -3.207 -2.257 -0.1319
O -6.291 -2.187 -2.171 -0.1886
C -5.168 -2.411 -3.023 -0.2355
C -3.946 -1.785 -2.383 -0.1684
C -2.640 -2.296 -3.011 -0.1933
C -2.016 -1.336 -4.037 -0.1911
C -0.585 -0.863 -3.696 -0.2068
C -0.429 0.636 -3.946 -0.2253
C 1.041 1.066 -3.961 -0.2069
C 1.678 0.947 -2.560 -0.2162
C 2.220 2.277 -2.027 -0.2195
C 3.025 2.051 -0.743 -0.2248
C 3.063 3.275 0.182 -0.3127
C 3.997 3.052 1.364 -0.2734
Ga 4.032 4.529 2.757 0.2939
C 5.836 4.841 3.649 -0.2697
C 6.418 3.707 4.499 -0.7466
C 6.338 3.937 6.020 -0.1360
Cl 5.727 2.063 4.142 0.5827
C 2.758 3.924 4.316 -0.2273
O 3.127 3.736 5.466 0.0140
C 1.204 3.660 4.056 -0.3857
F 0.956 3.967 2.749 0.0810
F 0.900 2.340 4.214 0.1174
C 0.223 4.505 4.888 -0.3450
F -0.890 4.817 4.165 0.1285
F 0.825 5.684 5.216 0.1053
C -0.243 3.827 6.195 -0.3560
F 0.796 3.452 6.956 0.1622
F -0.966 4.763 6.891 0.1234
C -1.169 2.595 6.015 -0.3824
O -1.064 1.641 6.776 0.1355
O -2.071 2.656 5.013 0.1360
C 3.218 6.303 2.072 -0.7672
I 3.340 7.754 3.689 0.7837
C 3.755 6.971 0.795 -0.8873
C 2.734 6.978 -0.351 -0.1757
I 5.642 6.233 0.052 0.8517
H -7.404 -3.540 -3.282 0.0837
H -8.197 -2.838 -1.891 0.0819
H -6.965 -4.063 -1.641 0.0801
H -5.382 -1.962 -3.992 0.1295
H -5.024 -3.485 -3.132 0.1066
H -4.025 -0.711 -2.515 0.1092
H -3.999 -2.015 -1.325 0.1126
H -2.890 -3.217 -3.534 0.0970
H -1.951 -2.558 -2.219 0.0929
H -1.998 -1.788 -5.022 0.1043
H -2.643 -0.452 -4.101 0.0943
H -0.373 -1.074 -2.654 0.0987
H 0.131 -1.404 -4.306 0.1086
H -0.906 0.879 -4.891 0.1059
H -0.903 1.157 -3.117 0.1157
H 1.560 0.372 -4.618 0.0982
H 1.153 2.073 -4.347 0.1005
H 2.525 0.271 -2.595 0.1102
H 0.943 0.609 -1.838 0.1004
H 2.894 2.679 -2.779 0.1090
H 1.405 2.971 -1.844 0.1125
H 4.054 1.798 -0.970 0.1109
H 2.561 1.235 -0.192 0.1083
H 3.402 4.100 -0.441 0.0553
H 2.051 3.494 0.513 0.0942
H 5.007 2.887 0.997 0.0400
H 3.704 2.128 1.862 0.0379
H 5.684 5.681 4.321 0.0091
H 6.605 5.149 2.951 0.0160
H 7.463 3.606 4.243 0.0673
H 5.621 3.250 6.445 0.0418
H 7.295 3.676 6.462 0.0617
H 6.083 4.960 6.254 0.0672
H -2.195 1.745 4.731 0.1336
H 2.157 6.163 1.928 -0.0036
H 3.956 8.004 1.023 -0.0084
H 2.941 6.228 -1.102 0.0334
H 2.788 7.940 -0.852 0.0664
H 1.725 6.875 0.029 0.0722
C -1.415 -5.741 -1.173 -0.0834
C -2.819 -6.324 -1.151 -0.2716
N -3.214 -6.936 -2.407 -0.1985
C -4.626 -7.267 -2.460 -0.2510
C -5.163 -8.335 -1.496 -0.0850
C -2.307 -7.943 -2.928 -0.2482
C -2.015 -9.173 -2.056 -0.0831
H -1.318 -4.999 -1.967 0.0658
H -1.209 -5.250 -0.222 0.0775
H -0.646 -6.501 -1.313 0.0655
H -3.519 -5.509 -0.947 0.1144
H -2.897 -7.019 -0.300 0.1007
H -4.872 -7.560 -3.484 0.1111
H -5.182 -6.341 -2.282 0.0966
H -4.898 -9.342 -1.813 0.0542
H -6.254 -8.286 -1.472 0.0690
H -4.808 -8.187 -0.477 0.0655
H -1.357 -7.454 -3.156 0.0997
H -2.687 -8.272 -3.898 0.1130
H -1.863 -8.909 -1.009 0.0671
H -1.102 -9.661 -2.404 0.0700
H -2.811 -9.914 -2.110 0.0530
```

* orbital gap: 7.1 eV
* spin multiplicity: 1
* HOMO energy: -5.2431 eV
* charge: -1
* energy: -139071.3506 eV

(2)
Computed, not measured: 10 unconnected molecules or ions with the total composition C30H54F6O34P4 at a distorted geometry, with the ωB97M-V functional and the def2-TZVPD basis.

```
128
Properties=species:S:1:pos:R:3:lowdin_charge:R:1
C 18.972 15.336 -7.390 -0.0761
C 19.690 14.170 -7.791 -0.2789
O 20.887 14.809 -8.213 0.1833
C 20.684 15.940 -8.697 -0.6285
O 21.402 16.629 -9.384 0.1609
O 19.419 16.247 -8.397 0.0708
F 19.066 13.566 -8.854 0.0928
H 19.270 15.575 -6.369 0.1458
H 17.886 15.262 -7.447 0.1478
H 19.997 13.525 -6.968 0.1796
C 18.834 19.062 -10.328 -0.0376
C 17.683 19.990 -10.211 -0.3145
O 17.851 20.790 -11.348 0.1581
C 18.491 20.193 -12.280 -0.5311
O 18.534 20.601 -13.446 0.1173
O 19.106 19.070 -11.735 0.0647
F 17.859 20.839 -9.204 0.0927
H 18.678 18.046 -9.966 0.1315
H 19.807 19.355 -9.933 0.1338
H 16.755 19.435 -10.073 0.1543
C 24.904 17.550 -11.287 -0.1069
C 24.268 18.004 -12.611 -0.3994
O 23.160 18.651 -12.174 0.1385
C 23.226 18.940 -10.854 -0.5128
O 22.524 19.698 -10.305 0.1908
O 24.224 18.173 -10.322 0.0828
F 23.881 16.968 -13.255 0.1361
H 25.971 17.706 -11.125 0.1423
H 24.714 16.484 -11.162 0.1454
H 24.908 18.568 -13.290 0.1736
C 16.216 18.351 -16.444 -0.0941
C 17.445 18.164 -15.633 -0.3452
O 18.528 18.502 -16.399 0.1573
C 18.152 18.917 -17.620 -0.4361
O 18.903 19.330 -18.524 0.1319
O 16.773 18.953 -17.537 0.0675
F 17.567 16.861 -15.235 0.0506
H 15.635 19.050 -15.842 0.1421
H 15.617 17.451 -16.588 0.1491
H 17.551 18.732 -14.708 0.1445
C 14.552 20.354 -7.967 -0.1340
C 13.976 19.666 -9.262 -0.3136
O 12.730 19.241 -8.729 0.1091
C 12.939 18.837 -7.424 -0.3935
O 12.268 18.071 -6.751 0.1671
O 14.119 19.544 -6.955 0.0471
F 14.732 18.621 -9.537 0.0905
H 14.032 21.312 -7.954 0.1341
H 15.631 20.513 -7.975 0.1270
H 13.842 20.381 -10.074 0.1639
C 15.698 16.623 -11.955 0.0078
C 14.290 15.926 -11.830 -0.3176
O 14.941 14.775 -11.323 0.1298
C 15.753 15.191 -10.347 -0.6649
O 16.162 14.528 -9.404 0.1435
O 16.126 16.323 -10.618 0.1061
F 13.580 15.605 -12.848 0.1549
H 15.758 17.684 -12.195 0.1278
H 16.447 16.132 -12.576 0.1472
H 13.597 16.349 -11.102 0.1768
C 20.078 24.148 -11.888 -0.0696
O 20.294 24.166 -13.322 -0.2298
P 21.811 23.962 -13.829 0.3888
O 22.792 24.431 -12.903 -0.2065
O 21.915 22.366 -14.179 -0.2338
C 22.328 21.304 -13.283 -0.0721
O 21.914 24.581 -15.303 -0.1932
C 20.877 24.569 -16.300 -0.0844
H 20.217 23.130 -11.522 0.0824
H 19.167 24.647 -11.560 0.0854
H 20.946 24.678 -11.496 0.0731
H 21.502 20.594 -13.254 0.0818
H 22.492 21.808 -12.331 0.0805
H 23.236 20.784 -13.588 0.0791
H 20.571 23.534 -16.458 0.0675
H 21.221 25.122 -17.173 0.0964
H 19.882 24.967 -16.102 0.0721
C 13.034 23.955 -13.034 -0.1179
O 14.422 23.961 -12.675 -0.2214
P 14.869 25.230 -11.751 0.5263
O 13.957 26.381 -11.627 -0.2218
O 15.359 24.486 -10.375 -0.2129
C 15.833 23.178 -10.353 -0.1279
O 16.380 25.520 -12.407 -0.2344
C 16.518 26.235 -13.578 -0.1385
H 12.315 24.592 -12.519 0.0825
H 12.526 22.995 -12.940 0.0812
H 12.965 24.244 -14.083 0.0882
H 16.692 23.346 -9.704 0.1017
H 16.081 22.863 -11.366 0.0817
H 15.239 22.368 -9.929 0.0641
H 17.154 27.118 -13.515 0.0913
H 15.553 26.458 -14.033 0.0905
H 17.135 25.616 -14.229 0.0828
C 18.093 21.650 -5.130 -0.0797
O 19.413 21.219 -5.601 -0.2298
P 19.916 19.656 -5.590 0.5712
O 19.070 18.744 -6.445 -0.2586
O 21.599 19.724 -5.968 -0.2410
C 21.993 19.988 -7.319 -0.1133
O 19.975 19.363 -4.019 -0.1973
C 19.041 18.605 -3.450 -0.1843
H 17.511 22.163 -5.896 0.0770
H 18.159 22.487 -4.435 0.0844
H 17.447 20.933 -4.625 0.0757
H 22.109 21.065 -7.440 0.0907
H 21.185 19.597 -7.938 0.0582
H 22.967 19.539 -7.514 0.0897
H 18.111 19.170 -3.500 0.0814
H 19.339 18.644 -2.402 0.0993
H 18.894 17.540 -3.633 0.0970
C 17.976 22.528 -16.812 -0.0660
O 16.704 22.444 -17.560 -0.2123
P 16.189 23.805 -18.234 0.4923
O 16.827 24.974 -17.514 -0.2820
O 16.729 23.584 -19.794 -0.2350
C 16.861 24.736 -20.672 -0.1128
O 14.573 23.624 -18.327 -0.2369
C 13.761 24.708 -18.905 -0.0576
H 18.251 23.417 -16.244 0.0621
H 18.897 22.066 -17.166 0.0886
H 17.722 21.769 -16.072 0.0759
H 17.864 24.740 -21.100 0.0843
H 16.565 25.729 -20.334 0.0853
H 16.256 24.470 -21.539 0.0788
H 12.697 24.506 -19.022 0.0888
H 14.186 24.876 -19.894 0.0710
H 13.899 25.581 -18.267 0.0879
```

* orbital gap: 9.9 eV
* SMILES: O=C1OC[C@@H](F)O1.O=C1OC[C@@H](F)O1.O=C1OC[C@@H](F)O1.O=C1OC[C@@H](F)O1.O=C1OC[C@@H](F)O1.O=C1OC[C@@H](F)O1.COP(=O)(OC)OC.COP(=O)(OC)OC.COP(=O)(OC)OC.COP(=O)(OC)OC
* spin multiplicity: 1
* HOMO energy: -10.2509 eV
* energy: -155063.3349 eV

(3)
Computed, not measured: 5 unconnected molecules or ions with the total composition C30H54N9O6S at a distorted geometry, with the ωB97M-V functional and the def2-TZVPD basis.

```
100
Properties=species:S:1:pos:R:3:lowdin_charge:R:1
C 4.876 -2.241 1.282 0.0221
C 4.156 -1.787 2.591 -0.5148
O 4.855 -1.368 3.460 0.1179
O 2.789 -1.923 2.715 0.0431
C 2.334 -0.736 3.459 -0.3566
O 2.222 -0.839 4.612 0.2232
C 2.112 0.538 2.579 -0.0614
N 0.774 0.772 2.075 -0.1111
C 0.172 -0.383 1.410 -0.1322
C -0.151 -0.027 -0.115 -0.3288
O 0.825 -0.662 -0.966 -0.0694
C -1.596 -0.424 -0.540 -0.2461
N -1.859 -1.883 -0.537 -0.0065
C -0.118 1.543 2.944 -0.6053
S -1.812 1.814 2.224 0.8126
C 0.398 3.018 3.207 -0.1848
C 0.746 3.652 1.805 -0.2075
C 2.270 3.893 1.546 -0.1822
C 2.650 3.731 0.027 -0.2399
N 4.102 3.990 -0.125 0.0102
C 4.921 2.844 0.104 -0.5004
N 6.155 3.050 0.373 0.1072
N 4.435 1.475 0.013 0.0811
C -0.379 0.918 4.374 -0.7366
O -1.186 -0.022 4.529 -0.0880
O 0.279 1.364 5.356 -0.0679
H 5.059 -3.332 1.333 0.0543
H 5.880 -1.760 1.283 0.0839
H 4.354 -1.907 0.363 0.0840
H 2.771 0.402 1.681 0.1123
H 2.559 1.386 3.136 0.1331
H 0.858 -1.263 1.326 0.1231
H -0.734 -0.785 1.927 0.1126
H 0.002 1.068 -0.216 0.1263
H 0.621 -1.609 -0.934 0.0659
H -1.774 -0.065 -1.584 0.1141
H -2.390 0.041 0.077 0.0583
H -1.328 -2.360 -1.261 0.0514
H -1.692 -2.288 0.381 0.0628
H -2.547 0.683 2.452 -0.0952
H 1.300 3.032 3.848 0.1046
H -0.385 3.598 3.737 0.1057
H 0.270 4.668 1.792 0.1044
H 0.320 3.096 0.943 0.0766
H 2.953 3.210 2.098 0.0893
H 2.578 4.927 1.836 0.1106
H 2.121 4.520 -0.550 0.0814
H 2.317 2.747 -0.366 0.1037
H 4.303 4.291 -1.081 0.1080
H 6.598 2.135 0.503 0.0346
H 4.743 1.057 -0.864 0.0876
H 4.815 0.912 0.772 0.0617
C -5.903 -0.025 -1.821 -0.1056
C -6.519 0.464 -0.515 -0.2619
C -6.296 1.959 -0.275 -0.1836
C -4.846 2.249 -0.207 -0.2185
N -3.722 2.456 -0.154 0.1447
H -4.818 0.098 -1.822 0.0648
H -6.111 -1.086 -1.963 0.0496
H -6.313 0.520 -2.676 0.0751
H -6.096 -0.110 0.313 0.1153
H -7.593 0.262 -0.529 0.1053
H -6.763 2.264 0.663 0.1140
H -6.738 2.549 -1.081 0.1135
C 3.559 -8.396 1.944 -0.1125
C 4.917 -7.747 1.696 -0.2689
C 4.834 -6.223 1.569 -0.1944
C 3.966 -5.851 0.428 -0.2467
N 3.295 -5.570 -0.454 0.1506
H 2.874 -8.224 1.111 0.0704
H 3.669 -9.475 2.056 0.0698
H 3.098 -8.004 2.853 0.0794
H 5.352 -8.170 0.787 0.1098
H 5.587 -7.998 2.521 0.1067
H 5.829 -5.805 1.407 0.1124
H 4.427 -5.784 2.482 0.1221
C 1.694 8.064 -3.662 -0.1145
C 0.339 7.370 -3.760 -0.2697
C 0.172 6.242 -2.738 -0.1757
C 1.204 5.202 -2.951 -0.2321
N 1.999 4.397 -3.116 0.1650
H 2.514 7.375 -3.874 0.0699
H 1.758 8.877 -4.387 0.0689
H 1.847 8.485 -2.666 0.0774
H 0.216 6.973 -4.771 0.1097
H -0.451 8.108 -3.606 0.1058
H -0.814 5.786 -2.837 0.1190
H 0.265 6.629 -1.721 0.1206
C -5.120 -4.385 -3.082 -0.1089
C -6.275 -5.295 -3.487 -0.2696
C -7.565 -4.524 -3.786 -0.1874
C -8.004 -3.780 -2.584 -0.2370
N -8.344 -3.208 -1.654 0.1488
H -5.338 -3.845 -2.159 0.0687
H -4.217 -4.972 -2.908 0.0738
H -4.903 -3.654 -3.865 0.0778
H -6.455 -6.018 -2.689 0.1110
H -5.988 -5.862 -4.376 0.1052
H -8.357 -5.213 -4.084 0.1121
H -7.407 -3.816 -4.603 0.1167
```

* orbital gap: 6.0 eV
* spin multiplicity: 1
* HOMO energy: -4.0596 eV
* charge: -1
* energy: -68515.9638 eV

(4)
Computed, not measured: 10 unconnected molecules or ions with the total composition C30H54O30 at a distorted geometry, with the ωB97M-V functional and the def2-TZVPD basis.

```
114
Properties=species:S:1:pos:R:3:lowdin_charge:R:1
C 1.116 17.505 -3.458 -0.1355
C 2.345 17.310 -2.519 -0.1090
O 2.573 18.635 -2.078 0.0660
C 1.960 19.484 -2.908 -0.5220
O 2.018 20.716 -2.830 0.1130
O 1.197 18.839 -3.835 0.0702
H 0.213 17.257 -2.899 0.1298
H 1.208 16.782 -4.268 0.1325
H 3.264 16.975 -3.001 0.1265
H 2.260 16.595 -1.701 0.1287
C 4.931 9.911 -1.632 -0.1309
C 6.138 9.307 -2.332 -0.1950
O 6.119 9.800 -3.585 0.0709
C 5.310 10.917 -3.654 -0.4525
O 5.188 11.709 -4.602 0.1195
O 4.632 10.978 -2.479 0.0547
H 5.112 10.386 -0.667 0.1363
H 4.192 9.113 -1.558 0.1291
H 6.146 8.228 -2.175 0.1368
H 7.050 9.671 -1.860 0.1312
C -9.473 22.936 -5.239 -0.1361
C -10.758 22.725 -6.003 -0.1337
O -10.935 21.306 -6.073 0.0710
C -9.775 20.682 -5.775 -0.4829
O -9.618 19.466 -5.798 0.1312
O -8.908 21.625 -5.213 0.0408
H -9.706 23.275 -4.230 0.1266
H -8.873 23.712 -5.714 0.1294
H -10.768 23.239 -6.965 0.1269
H -11.525 23.271 -5.454 0.1267
C 3.279 9.844 -10.221 -0.0735
O 2.290 8.855 -10.334 -0.0187
C 1.961 8.059 -9.247 -0.5388
O 2.395 8.182 -8.128 0.1334
O 1.085 7.158 -9.696 0.0203
C 0.701 6.150 -8.847 -0.0898
H 2.822 10.746 -9.814 0.0900
H 3.731 10.183 -11.153 0.0945
H 4.018 9.634 -9.447 0.0933
H -0.200 6.368 -8.273 0.0951
H 1.430 5.832 -8.102 0.0985
H 0.378 5.254 -9.378 0.0958
C -15.216 7.147 -6.649 -0.0190
O -13.779 7.344 -6.837 0.0167
C -13.268 8.534 -6.705 -0.6269
O -13.913 9.535 -6.375 0.0915
O -11.967 8.407 -6.956 0.0167
C -11.133 9.591 -6.676 -0.0224
H -15.922 7.499 -7.401 0.0985
H -15.608 7.515 -5.701 0.0876
H -15.321 6.098 -6.375 0.0897
H -11.305 10.059 -5.707 0.0920
H -11.186 10.388 -7.418 0.0904
H -10.060 9.401 -6.664 0.0853
C 4.082 13.925 4.916 0.0011
O 3.395 13.466 3.678 -0.0200
C 2.891 12.201 3.656 -0.5891
O 3.168 11.313 4.466 0.0832
O 2.020 12.083 2.704 0.0176
C 1.042 11.079 2.660 -0.0423
H 4.993 14.454 4.635 0.0864
H 4.387 13.065 5.513 0.0837
H 3.388 14.581 5.441 0.0915
H 0.151 11.339 3.232 0.0974
H 1.362 10.163 3.156 0.0938
H 0.669 10.925 1.647 0.0964
C -1.668 10.796 -4.661 -0.0603
O -2.025 12.170 -4.479 -0.0455
C -3.393 12.505 -4.608 -0.5538
O -4.294 11.704 -4.828 0.0970
O -3.512 13.800 -4.724 0.0096
C -4.853 14.342 -4.960 -0.0075
H -2.009 10.460 -5.640 0.0946
H -2.072 10.205 -3.839 0.0913
H -0.584 10.695 -4.609 0.0900
H -4.751 15.427 -4.941 0.0957
H -5.735 13.921 -4.477 0.0984
H -5.056 14.150 -6.013 0.0906
C -2.111 15.597 -9.789 -0.0889
O -2.024 16.648 -8.932 -0.0187
C -2.360 17.929 -9.258 -0.5682
O -2.581 18.393 -10.369 0.1168
O -2.428 18.514 -8.101 0.0209
C -2.484 19.914 -7.939 -0.0400
H -3.080 15.118 -9.648 0.0944
H -1.310 14.899 -9.547 0.1007
H -2.159 15.941 -10.823 0.0955
H -1.546 20.469 -7.946 0.0998
H -2.997 20.147 -7.006 0.0944
H -3.124 20.391 -8.681 0.0931
C 4.882 1.006 -4.434 -0.0964
O 3.562 1.388 -4.228 0.0217
C 3.330 2.648 -3.795 -0.5500
O 4.176 3.515 -3.500 0.0866
O 2.028 2.725 -3.610 0.0007
C 1.442 3.900 -3.073 -0.0335
H 5.628 1.723 -4.776 0.0929
H 5.036 0.294 -5.245 0.0909
H 5.429 0.545 -3.611 0.0953
H 1.697 3.952 -2.015 0.0971
H 0.377 3.802 -3.285 0.1008
H 1.913 4.817 -3.429 0.0938
C -4.211 14.969 1.174 -0.0763
O -3.201 15.904 1.034 -0.0180
C -2.188 15.981 1.953 -0.5841
O -1.954 15.166 2.837 0.1077
O -1.627 17.127 1.764 0.0216
C -0.522 17.436 2.551 -0.0443
H -3.760 14.066 1.585 0.0880
H -4.562 14.651 0.192 0.0958
H -4.980 15.307 1.870 0.1018
H -0.355 18.492 2.338 0.0995
H 0.353 16.908 2.170 0.1043
H -0.713 17.302 3.616 0.1042
```

* orbital gap: 10.6 eV
* SMILES: COC(=O)OC.COC(=O)OC.COC(=O)OC.COC(=O)OC.COC(=O)OC.COC(=O)OC.COC(=O)OC.O=C1OCCO1.O=C1OCCO1.O=C1OCCO1
* spin multiplicity: 1
* HOMO energy: -10.6168 eV
* energy: -93405.5517 eV